A cluster of 3 separate species, C12H32N2O5 in total at a distorted geometry. Source: OMol25; level of theory: ωB97M-V/def2-TZVPD.

Geometry as XYZ:
```
51
Properties=species:S:1:pos:R:3:lowdin_charge:R:1
C 4.72 1.53 -3.40 -0.1081
O 4.82 0.96 -2.11 -0.1706
C 4.38 -0.38 -2.04 -0.2096
C 2.95 -0.64 -2.50 -0.4405
C 1.88 0.09 -1.71 -0.0374
N 2.68 -2.08 -2.40 0.0404
H 3.83 1.20 -3.95 0.0713
H 5.58 1.22 -4.01 0.0906
H 4.72 2.61 -3.32 0.0893
H 5.10 -1.04 -2.54 0.1243
H 4.41 -0.69 -0.99 0.1201
H 2.83 -0.38 -3.55 0.1114
H 1.86 -0.15 -0.65 0.0653
H 0.92 -0.15 -2.18 0.0747
H 1.88 1.16 -1.92 0.0849
H 3.49 -2.67 -2.24 0.0635
H 2.02 -2.30 -1.67 0.0486
C -5.58 2.95 2.29 -0.0976
O -4.47 2.15 1.91 -0.2193
C -3.30 2.27 2.70 -0.2304
C -2.37 1.09 2.46 -0.1960
N -1.75 1.09 1.14 -0.0578
C -2.51 0.55 0.03 -0.1911
C -2.60 -1.00 0.11 -0.2197
O -1.52 -1.61 -0.54 -0.2198
C -1.77 -1.86 -1.93 -0.0756
H -5.24 3.91 2.69 0.0867
H -6.13 2.37 3.04 0.0895
H -6.21 3.14 1.42 0.0850
H -3.61 2.30 3.76 0.1219
H -2.84 3.23 2.46 0.1247
H -2.97 0.19 2.59 0.1146
H -1.58 1.10 3.21 0.1149
H -1.46 2.04 0.95 0.1080
H -1.98 0.77 -0.90 0.1131
H -3.51 0.99 -0.02 0.1062
H -3.58 -1.37 -0.20 0.1240
H -2.57 -1.21 1.18 0.1048
H -2.48 -2.67 -2.06 0.0889
H -0.83 -2.15 -2.39 0.0834
H -2.22 -0.94 -2.32 0.0861
O 0.91 -2.65 0.99 -0.0574
C 0.81 -1.48 1.75 -0.2831
C 1.97 -1.44 2.73 -0.2364
O 3.09 -0.75 2.22 -0.0650
H 0.16 -2.75 0.39 0.0681
H 0.78 -0.53 1.21 0.0975
H -0.14 -1.36 2.29 0.1065
H 2.24 -2.49 2.90 0.1189
H 1.72 -1.02 3.70 0.1163
H 3.45 -1.17 1.43 0.0723
```

Max |F| in eV/A: 1.95
E_HOMO in eV: -8.73
Total charge: 0
SMILES: COC[C@H](C)N.COCCNCCOC.OCCO
Energy relative to the best compared isomer or geometry (same formula, charge and spin) in kcal per mole: 0.52
Calculated total energy in eV: -26177.58683